(1)
Here is a cluster of 16 separate species, C5H39NO15 in total from OMol25. Energies are from wB97M-V/def2-TZVPD.

Properties
- LUMO energy: -0.08 eV
- Highest occupied orbital energy: -8.807 eV
- Kohn-Sham gap: 0.3207 Eh
- DFT total energy: -38015.6961 eV

Cartesian coordinates (Å):
O 1.0676 -0.0686 -3.0888
O -1.0993 -2.0369 2.9881
O -1.1354 -1.7466 -2.6343
O 1.0074 4.4888 0.9404
O 2.5543 3.2731 2.6948
O 2.1440 3.3845 -2.7949
O -1.1109 3.6174 2.3130
O 3.6544 1.4747 0.3964
O 0.8030 -2.8437 -3.4311
O -0.6762 -4.4144 -2.1023
O -2.6358 -2.8688 -0.9922
O -0.7781 -4.3564 1.5125
O 2.2147 -0.6027 -0.5461
O -0.0612 4.2853 -1.2980
O 1.6871 -3.4465 0.5556
N -2.3974 -0.4798 0.8995
C -0.2041 0.1386 1.3394
C -0.0294 0.4609 2.6528
C -1.5364 1.7988 0.2782
C -3.8656 -0.1654 1.0442
C -1.5096 0.5633 0.7749
H -0.1952 3.3619 2.0498
H -1.6849 -1.6026 3.7029
H -0.7196 0.7271 3.3679
H 1.7463 -2.9047 -3.9298
H -3.1249 -2.2277 -1.6164
H 3.0713 3.3655 -2.4431
H 2.9716 -0.0809 -0.1171
H 0.8418 4.6623 -0.0338
H 4.3638 1.3973 1.0716
H -4.0596 0.6804 0.3274
H -1.5499 2.8157 2.6978
H -2.3391 -1.2018 0.1180
H -1.3588 -3.9381 0.8907
H -0.6056 2.4317 0.2291
H -0.6741 3.5240 -1.2706
H 0.4449 0.5473 -2.6911
H 0.8877 -1.8890 -3.0523
H 2.2035 4.0034 2.2226
H -1.7927 -3.1041 -1.3687
H -0.8907 -2.4384 -3.2287
H -0.0414 -3.8819 -2.5567
H -0.7848 -3.6123 2.1079
H 2.1833 -1.3338 -0.0189
H 0.1014 4.8684 1.1949
H -2.5353 2.1830 -0.1417
H 1.8399 2.4836 -2.6139
H 0.9565 -3.8796 0.3733
H 2.1781 -3.9985 1.1826
H -4.3152 -0.0972 2.0760
H -1.0959 -1.0475 -3.2916
H 0.7654 3.9713 -1.6248
H 2.0780 2.9617 3.3220
H 3.1075 2.2680 0.6407
H 0.5942 -0.3548 0.8143
H -0.3430 -4.5985 -1.2580
H -4.5829 -1.0365 0.7876
H 1.0020 0.4152 3.1450
H 1.4800 -0.4522 -2.1736
H -1.5558 -1.5188 2.1716

(2)
Here is the molecule C5H7N3S2 from OMol25. Energies are from wB97M-V/def2-TZVPD.

Properties
- LUMO energy (alpha / beta): -0.18 / -0.18 eV
- Highest occupied orbital energy (alpha / beta): -8.578 / -8.579 eV
- Kohn-Sham gap (alpha / beta): 0.3088 / 0.3087 Eh
- DFT total energy: -31435.1574 eV

Cartesian coordinates (Å):
S 0.3263 1.9500 -0.4815
S 1.4203 -0.7331 -1.6113
N 0.4905 -0.7122 1.2013
N 0.3405 -1.7430 0.6709
N 3.4749 0.9839 0.8343
C 1.2902 0.4462 -0.3278
C -1.8359 1.0038 0.8263
C -1.2342 1.1675 -0.5579
C 2.5022 0.7981 0.2938
C 0.7443 -2.2030 -0.5650
H 0.0107 -2.7765 -0.9205
H 1.5883 -2.8082 -0.3908
H -2.7799 0.3062 0.7447
H -1.0836 0.4671 1.4227
H -1.0146 0.1418 -0.9772
H -2.2866 1.9990 1.2639
H -1.9534 1.7125 -1.4257

(3)
Here is the molecule C8H12O from OMol25. Energies are from wB97M-V/def2-TZVPD.

Properties
- LUMO energy (alpha / beta): 0.81 / -2.35 eV
- 2S+1: 3
- Expectation value of S²: 2.028
- Highest occupied orbital energy (alpha / beta): -5.645 / -9.600 eV
- Kohn-Sham gap (alpha / beta): 0.2371 / 0.2662 Eh
- DFT total energy: -10532.3777 eV

Cartesian coordinates (Å):
O -3.1162 0.4431 0.1800
C -2.0498 -0.0838 0.0198
C -0.6080 2.0351 -0.1755
C -1.5826 -1.3245 -0.5169
C -0.2775 -1.5217 -0.4631
C 0.5209 -0.3931 0.0769
C 1.5066 0.1039 -1.0906
C -0.4966 0.6418 0.5178
C 1.2729 -0.8206 1.3075
H 1.9183 -0.1879 1.8743
H 1.8790 0.9563 -0.7002
H 0.8521 0.2740 -1.8949
H -0.5867 0.6679 1.5330
H 2.2972 -0.7192 -1.0654
H 0.7377 -1.3272 2.1190
H 1.9162 -1.5781 1.1104
H -2.3465 -2.1558 -0.9157
H 0.1630 -2.3877 -0.6964
H 0.1606 2.7252 -0.2153
H -0.8020 1.9916 -1.1929
H -1.3584 2.6607 0.1884

(4)
Here is a structure of composition C16H59AgO14 from OMol25. Energies are from wB97M-V/def2-TZVPD.

Properties
- LUMO energy (alpha / beta): -2.20 / -5.86 eV
- 2S+1: 2
- Expectation value of S²: 0.756
- Charge: +1
- Highest occupied orbital energy (alpha / beta): -12.102 / -12.102 eV
- Kohn-Sham gap (alpha / beta): 0.3641 / 0.2292 Eh
- DFT total energy: -50199.3600 eV

Cartesian coordinates (Å):
Ag -4.2781 10.6446 29.1190
O -8.2435 14.2597 36.5329
O -2.3775 13.9567 32.1267
O -8.0608 8.3008 31.3126
O -8.2207 10.7645 28.0194
O -5.5784 10.7411 27.2557
O -10.0391 15.4408 33.8535
O -6.3634 10.9676 30.1576
O -11.8555 12.5487 30.4408
O -4.0591 12.9955 28.6333
O -4.3399 8.5811 30.1618
O -3.2215 11.2670 31.1342
O -8.8987 13.4921 27.0973
O -4.1636 9.8719 35.4036
O -4.8939 16.0026 27.1739
C -7.2145 13.4229 36.0512
C -5.1366 11.1487 25.9668
C -4.6216 9.3898 36.6634
C -8.4634 13.3353 25.7474
C -5.3957 7.8275 29.4845
C -6.4068 11.5811 32.5409
C -10.7826 12.8983 29.5921
C -3.5448 14.0430 32.9584
C -7.1109 13.2034 30.6487
C -6.9901 11.7666 31.0877
C -8.9936 9.6627 27.6126
C -9.8795 15.1787 32.4702
C -9.1680 8.4592 32.1856
C -2.7325 13.5235 28.4283
C -2.4643 10.3943 31.9665
C -6.1846 15.5398 27.5238
H -10.0996 8.2975 31.6340
H -3.3912 14.7809 33.7490
H -7.5465 9.1091 31.2585
H -3.0881 9.6785 32.5049
H -6.2486 14.6192 28.1008
H -11.5019 12.3260 31.3043
H -4.9571 7.1818 28.7229
H -2.6705 14.0706 27.4910
H -5.5766 12.0833 25.6247
H -7.9995 11.3716 31.2947
H -9.2482 9.4804 32.5751
H -8.6986 14.6752 35.7949
H -8.9086 8.7694 28.2475
H -7.1618 11.0216 33.1018
H -10.6981 16.1212 34.0120
H -4.9304 10.1050 34.8741
H -7.5531 13.8495 31.4052
H -8.7572 12.6239 27.5028
H -6.5424 10.8632 27.3617
H -4.3907 8.2850 31.0736
H -9.9888 12.1368 29.6777
H -11.0549 12.9696 28.5435
H -9.1047 7.7432 33.0054
H -7.5946 12.6927 35.3262
H -7.7052 13.3600 29.7452
H -2.1819 14.8061 31.7228
H -9.3038 15.9269 31.9188
H -2.1087 12.6275 28.4237
H -4.6361 13.7541 28.7790
H -3.7631 13.0572 33.3451
H -8.9321 14.0987 25.1352
H -2.4090 14.0979 29.2977
H -4.0494 11.2229 26.0027
H -6.7402 16.2728 28.1215
H -8.9432 9.4054 26.5626
H -4.3487 14.5056 32.3775
H -5.4351 11.0977 32.5797
H -2.9478 12.1829 31.2743
H -10.8803 15.0098 32.0598
H -7.7879 10.7506 28.8843
H -9.3524 14.2224 32.4279
H -6.1149 13.6096 30.4514
H -8.7494 12.3430 25.3797
H -3.7538 9.0973 37.2512
H -10.3062 13.8376 29.9063
H -5.9489 7.2829 30.2425
H -5.1541 10.1756 37.2036
H -6.8083 15.4218 26.6352
H -1.9384 11.0301 32.6813
H -7.3697 13.3251 25.7116
H -5.2407 8.4956 36.5559
H -6.7371 12.9194 36.8845
H -6.0019 8.5536 28.9399
H -10.0466 9.8039 27.9022
H -6.4134 12.5171 33.1030
H -6.4769 14.0204 35.4999
H -5.0103 16.7503 26.5825
H -1.7222 9.8169 31.4100
H -5.3307 10.3637 25.2280

(5)
Here is a cluster of 18 separate species, C48H59ClN18O2 in total from OMol25. Energies are from wB97M-V/def2-TZVPD.

Properties
- LUMO energy: -0.82 eV
- Highest occupied orbital energy: -8.245 eV
- Kohn-Sham gap: 0.2727 Eh
- DFT total energy: -94158.3166 eV

Cartesian coordinates (Å):
Cl -1.2803 1.6886 -3.1027
O -2.1538 -4.4703 -1.2951
O 2.1629 -4.5578 -0.8690
N -0.6994 -6.3930 4.9949
N -0.0875 -4.0564 0.0007
N 12.2012 3.2510 -5.8442
N -9.5269 -1.4188 -3.4894
N 7.9999 -4.2642 7.8959
N -7.4885 1.9225 -1.5837
N -6.6755 5.2643 -2.9094
N -0.7089 -0.4798 3.6336
N 3.8183 1.9325 -2.1560
N 4.7876 -4.5086 4.5974
N -6.6883 1.1926 -5.9594
N -5.3024 6.5392 2.7958
N -3.0856 0.5836 8.0354
N 6.1697 -0.5682 0.6473
N 0.2730 3.2247 2.3223
N 2.9121 -0.7100 3.1545
N 5.0127 -0.5859 -4.5307
N 7.2431 3.6398 -5.9744
C -1.1134 -0.8865 4.6322
C -0.7049 -2.3232 -1.5203
C 9.0410 2.2596 -4.6663
C -1.4695 -1.0903 -2.0614
C 5.6434 -2.4226 5.9268
C 11.6100 3.8246 -6.6513
C 0.6912 -6.5868 2.7861
C 5.5061 -1.0341 -3.5913
C -0.0875 -6.4783 4.0231
C -5.4866 1.2680 7.2517
C -9.2987 -2.2707 -4.2294
C -4.1421 0.8848 7.6905
C -3.0506 -1.1044 -2.1763
C -0.5684 0.1372 -2.4851
C 10.8591 4.5539 -7.6772
C 1.0044 0.0730 -2.3905
C -5.0845 7.2000 1.8785
C 4.2896 3.3549 -4.3012
C -5.4927 -2.0123 -1.2910
C 5.2067 -2.7648 1.6972
C 6.1340 -1.6046 -2.3957
C 4.0257 2.5592 -3.0998
C -7.5169 3.4905 -5.0212
C -3.9399 -1.9412 -1.1797
C 7.2975 -5.1600 7.7155
C 0.4532 2.8826 3.4084
C 5.1647 -3.5909 5.1828
C -4.8073 8.0397 0.7093
C 5.7458 -1.5363 1.1069
C 0.6825 2.4487 4.7917
C -7.0531 2.2061 -5.5507
C -1.6277 -1.4038 5.9028
C -1.1854 -3.7503 -0.9846
C -7.9081 1.4821 -0.6064
C 6.4045 -6.2994 7.4861
C 0.8545 -2.3725 -1.4017
C -3.8553 -0.3396 -3.2884
C 2.3153 -0.1360 2.3536
C 1.1799 -3.7994 -0.7646
C -9.0083 -3.3539 -5.1720
C -6.2895 -1.2166 -2.3792
C -5.5925 4.1929 -0.7833
C -6.1984 4.7925 -1.9731
C 1.7551 -1.1981 -1.8442
C 1.5590 0.5926 1.3324
C -5.4247 -0.3769 -3.3757
C 8.0344 3.0320 -5.3986
C -8.4422 0.9216 0.6373
H 5.0463 -2.2441 6.8241
H 3.8049 4.3330 -4.2503
H 6.9644 -7.2287 7.3570
H -9.1862 0.1460 0.4408
H 5.9644 -0.9804 -1.5147
H -5.1772 7.5816 -0.2114
H -4.5118 4.0758 -0.8966
H 3.9224 2.8573 -5.2018
H -8.1310 -3.1293 -5.7833
H -0.8284 -1.8186 6.5216
H 6.6804 -2.5472 6.2482
H 9.8066 4.6631 -7.4032
H 2.8852 -1.2832 -1.7638
H 10.8923 4.0398 -8.6406
H 7.2152 -1.7051 -2.5179
H 4.2866 -3.0813 1.1997
H 1.5928 0.0828 0.3661
H -6.0043 3.2047 -0.5794
H -5.7599 4.8042 0.1077
H -8.8109 -4.2952 -4.6535
H 5.3583 3.5299 -4.4411
H 1.5500 1.7884 4.8688
H -2.1173 -0.6209 6.4878
H -5.5990 2.3537 7.2035
H -7.4402 -1.2469 -2.4413
H -6.0037 0.2083 -4.1719
H 1.6007 0.9857 -2.7426
H 5.9160 -3.5928 1.6231
H 0.8005 -5.6181 2.2929
H -3.7355 8.2078 0.5807
H -7.6543 0.4698 1.2448
H -9.8440 -3.5276 -5.8540
H 0.2177 -7.2626 2.0701
H 5.7400 -2.5989 -2.1693
H 9.1357 2.5992 -3.6321
H 5.5981 -1.5134 5.3219
H -5.2816 9.0200 0.7975
H 0.8624 3.2986 5.4547
H -7.0483 3.7183 -4.0588
H -8.9251 1.6879 1.2484
H 4.9728 -2.6326 2.7549
H -5.7124 0.8736 6.2582
H -6.2537 0.8918 7.9327
H 0.5073 0.6954 1.6069
H 11.2609 5.5583 -7.8308
H -0.2199 -3.2335 0.6279
H 1.6970 -6.9693 2.9757
H 1.9533 1.5997 1.1809
H 5.7965 -6.1588 6.5889
H 10.0281 2.3471 -5.1273
H -6.0826 -2.6663 -0.5561
H -3.3302 0.2763 -4.0867
H -3.4808 -2.5746 -0.3332
H 8.7896 1.1966 -4.6360
H 5.7186 -6.4471 8.3237
H -0.1754 1.9026 5.1900
H -2.3613 -2.1985 5.7464
H -7.2845 4.3148 -5.6996
H -8.5983 3.4942 -4.8649

(6)
Here is a structure of composition C21H21BN9NaO4 from OMol25. Energies are from wB97M-V/def2-TZVPD.

Properties
- LUMO energy: -0.53 eV
- Highest occupied orbital energy: -8.192 eV
- Kohn-Sham gap: 0.2816 Eh
- DFT total energy: -48816.1037 eV

Cartesian coordinates (Å):
Na -0.0792 -0.3468 -0.1876
O -0.4938 0.7832 -2.0349
O -1.3226 2.5503 -3.0590
O -0.1321 1.3183 2.9960
O 1.8529 2.3683 3.0710
N 0.0023 2.2176 0.2275
N -1.9591 -0.4111 1.1038
N 3.5442 1.8487 -0.0123
N 1.2860 -1.1767 1.4792
N 0.6167 -2.0799 2.2134
N -0.9036 -3.1634 0.4870
N 2.3640 0.3120 -1.2695
N -0.5607 -2.4970 -0.6301
N -1.8024 -1.3661 2.0358
C 4.6964 -0.6822 -2.3960
C 0.4208 2.9015 1.2812
C 3.4614 -1.2010 -2.7659
C 2.3327 -0.6679 -2.1746
C 0.6479 2.0913 2.5323
C -3.2721 0.0556 2.8698
C -0.0073 4.2256 -1.0515
C 0.6610 4.2722 1.2438
C 2.5706 -1.8204 3.2121
C -1.2916 -4.5485 -1.1901
C -2.8395 0.4493 1.5974
C 0.4388 4.9376 0.0520
C 3.5514 0.8061 -0.9219
C -2.5777 -1.1122 3.1065
C -0.7917 -3.3197 -1.6439
C -1.3469 -4.3977 0.1795
C 1.3599 -2.4834 3.2595
C -0.6819 1.9643 -2.0374
C 2.4654 -1.0177 2.0678
C -0.2187 2.8584 -0.9130
C 4.7521 0.3346 -1.4668
B -0.8266 -2.5560 1.8981
H 4.3856 1.9885 0.5213
H 3.4048 -1.9135 3.8862
H -0.1394 4.7319 -1.9989
H 2.7004 1.8941 0.5334
H 3.3825 -1.9990 -3.4904
H 1.9772 1.7863 3.8352
H 1.0130 4.7916 2.1236
H -1.5712 -5.4106 -1.7702
H 3.2032 -0.3524 1.6437
H -2.5874 -1.7695 3.9604
H -3.1385 1.3126 1.0216
H -1.6698 -5.0879 0.9410
H -1.4891 3.4846 -2.9038
H 0.9919 -3.2131 3.9614
H -3.9832 0.5407 3.5163
H 0.6218 6.0007 -0.0275
H 5.6097 -1.0697 -2.8289
H -0.5914 -3.0025 -2.6563
H 5.6956 0.7623 -1.1522
H 1.3431 -1.0360 -2.4236
H -1.1202 -3.3944 2.7039

(7)
Here is the molecule C3H10N2O3S from OMol25. Energies are from wB97M-V/def2-TZVPD.

Properties
- LUMO energy: 0.75 eV
- SMILES: CN(C)CNS(=O)(=O)O
- Highest occupied orbital energy: -9.283 eV
- Kohn-Sham gap: 0.3686 Eh
- DFT total energy: -23229.3895 eV

Cartesian coordinates (Å):
S 2.9449 -0.7635 -0.0253
O 2.4288 -1.3693 -1.3549
O 2.7845 -1.7600 1.0096
O 4.1598 -0.1162 -0.4117
N 1.9484 0.5568 0.2417
N -0.0399 -0.4464 -0.1179
C -1.4081 -0.7643 0.4394
C 0.6677 0.3974 0.8236
C -0.1970 0.2778 -1.3356
H -0.5723 -0.1989 -2.2194
H -1.2882 -1.6201 0.9957
H 0.7858 0.6859 -1.6921
H -2.0662 -0.9132 -0.4376
H 2.5152 1.4005 0.0213
H 0.8236 -0.1480 1.8049
H 2.0008 -2.1794 -1.2495
H -0.8743 1.0386 -1.0804
H -1.7569 0.0559 1.1286
H 0.1558 1.4073 0.7870

(8)
Here is a cluster of 2 separate species, C3H9NO2 in total from OMol25. Energies are from wB97M-V/def2-TZVPD.

Properties
- LUMO energy (alpha / beta): -3.84 / -9.66 eV
- 2S+1: 2
- Expectation value of S²: 0.757
- Charge: +1
- Highest occupied orbital energy (alpha / beta): -15.026 / -13.444 eV
- Kohn-Sham gap (alpha / beta): 0.4111 / 0.1389 Eh
- DFT total energy: -8831.9480 eV

Cartesian coordinates (Å):
O 2.1410 2.6762 -0.8919
O -0.9324 0.2393 0.2443
N -0.9463 -1.6431 1.4180
C -0.9668 -1.0020 0.2564
C 1.5252 2.2475 0.3526
C -1.1128 -1.7841 -1.0420
H 2.3491 2.3585 1.0499
H -1.1979 -1.0479 -1.8412
H 1.2610 1.2091 0.1751
H -1.9510 -2.4696 -1.0710
H -0.2525 -2.3871 -1.3762
H -1.1872 -1.2529 2.3162
H 1.4509 2.6068 -1.5457
H 0.6853 2.9048 0.5428
H -0.8656 -2.6554 1.4127

DFT total energy of number 7 (C3H10N2O3S)? -23229.3895 eV

What is the formula in the fourth record? C16H59AgO14

DFT total energy of number 4 (C16H59AgO14)? -50199.3600 eV

Which value of DFT total energy does entry 7 give? -23229.3895 eV